Here is a 2-piece molecular cluster, C4H3Cl4FN2 overall in a non-equilibrium geometry from the OMol25 dataset. Energies are from ωB97M-V/def2-TZVPD.

Element x y z (Å)
Cl  1.889  1.429  1.595
Cl  -2.165  -0.494  -1.789
Cl  -3.766  0.519  0.341
Cl  -0.138  2.435  -0.193
F  1.810  -1.615  -0.060
N  2.017  1.348  -1.073
N  -1.558  -0.680  0.876
C  1.374  1.644  -0.094
C  -2.374  -0.349  -0.039
C  -0.375  -1.387  0.793
C  0.541  -1.160  -0.118
H  0.391  -0.441  -0.892
H  -0.235  -1.781  1.755
H  2.589  0.532  -1.102

**Gap between HOMO and LUMO**: 9.6 eV
**2S+1**: 1
**SMILES string**: F/C=C/N=C(Cl)Cl.N=C(Cl)Cl



Here is a 2-piece molecular cluster, C4H3ClFN2 overall in a non-equilibrium geometry from the OMol25 dataset. Energies are from ωB97M-V/def2-TZVPD.

Element x y z (Å)
Cl  -1.062  1.847  2.066
F  0.572  -0.801  -1.708
N  1.873  1.940  -0.445
N  -2.313  0.508  -1.339
C  0.105  0.013  -0.473
C  0.242  -1.042  0.607
C  -1.272  0.363  -0.865
C  1.027  1.158  -0.379
H  0.637  -1.981  0.190
H  0.951  -0.707  1.374
H  -0.761  -1.297  0.971

**Charge**: -1
**Gap between HOMO and LUMO**: 7.9 eV
**2S+1**: 1



Here is one molecule with the formula C4H3ClO in a non-equilibrium geometry from the OMol25 dataset. Energies are from ωB97M-V/def2-TZVPD.

Element x y z (Å)
Cl  -2.511  0.174  2.612
O  -0.833  -1.663  1.360
C  0.799  -0.206  -0.535
C  -0.471  -0.344  0.653
C  0.902  0.858  -1.346
C  -1.326  -0.319  1.613
H  1.524  -1.023  -0.784
H  1.613  0.772  -2.234
H  0.303  1.750  -1.339

**Gap between HOMO and LUMO**: 8.6 eV
**2S+1**: 1
**SMILES string**: C=CC1=C(Cl)O1



Here is one molecule with the formula C4H3ClO2S in a non-equilibrium geometry from the OMol25 dataset. Energies are from ωB97M-V/def2-TZVPD.

Element x y z (Å)
Cl  2.708  -0.102  -0.397
S  -2.379  -0.360  -0.522
O  0.432  1.970  0.763
O  -0.409  -1.102  1.407
C  0.076  0.911  0.228
C  -1.404  1.072  -0.179
C  0.853  -0.244  -0.326
C  0.447  -1.403  0.480
H  0.664  -2.645  0.068
H  0.597  -0.433  -1.415
H  -1.585  2.335  -0.108

**Gap between HOMO and LUMO**: 7.5 eV
**2S+1**: 1
**SMILES string**: O=C[C@H](Cl)C(=O)C=S



Here is one molecule with the formula C4H3ClOS in a non-equilibrium geometry from the OMol25 dataset. Energies are from ωB97M-V/def2-TZVPD.

Element x y z (Å)
Cl  0.091  -3.329  -2.216
S  1.397  1.404  0.829
O  2.289  0.637  -0.050
C  -0.383  1.105  0.646
C  -1.023  0.129  -0.022
C  -0.257  -2.043  -1.276
C  -0.451  -0.974  -0.727
H  -0.755  2.057  0.804
H  1.208  0.695  2.185
H  -2.116  0.320  -0.173

**Gap between HOMO and LUMO**: 9.0 eV
**2S+1**: 1



Here is C4H3ErLiO as an isolated structure in a non-equilibrium geometry from the OMol25 dataset. Energies are from ωB97M-V/def2-TZVPD.

Element x y z (Å)
Er  0.568  0.448  1.700
O  -3.000  -0.232  -0.395
C  2.117  -0.189  -0.156
C  -2.124  0.568  -0.225
C  2.413  -0.927  0.868
C  -1.020  1.210  -0.059
Li  -3.809  -1.555  -1.382
H  -0.895  2.252  -0.362
H  3.195  -1.648  1.136
H  2.556  0.074  -1.126

**Charge**: +2
**Gap between HOMO and LUMO (alpha / beta)**: 6.5 / 7.5 eV
**<S²>**: 6.005
**2S+1**: 5



Here is one molecule with the formula C4H3F2I in a non-equilibrium geometry from the OMol25 dataset. Energies are from ωB97M-V/def2-TZVPD.

Element x y z (Å)
I  -1.218  0.605  -2.802
F  -2.914  0.135  -0.463
F  -1.028  -0.051  1.405
C  1.621  -0.369  0.889
C  -0.683  0.091  0.167
C  -1.678  0.303  -0.814
C  0.795  -0.071  -0.100
H  1.295  -0.494  2.040
H  1.051  0.205  -1.147
H  2.760  -0.355  0.825

**Gap between HOMO and LUMO (alpha / beta)**: 5.9 / 8.2 eV
**<S²>**: 2.026
**2S+1**: 3



Here is C4H3F3N2O as an isolated structure in a non-equilibrium geometry from the OMol25 dataset. Energies are from ωB97M-V/def2-TZVPD.

Element x y z (Å)
F  0.174  1.817  -2.348
F  -0.349  -0.159  -2.976
F  1.664  0.469  -2.723
O  -0.735  -0.280  2.810
N  -0.221  -0.152  1.532
N  0.665  -1.120  -0.294
C  0.319  0.049  -0.776
C  -0.538  0.832  0.743
C  0.429  0.499  -2.181
C  0.286  -1.341  0.935
H  -0.666  1.904  0.952
H  0.667  -2.053  1.498
H  -1.693  -0.465  2.829

**Gap between HOMO and LUMO (alpha / beta)**: 8.3 / 8.3 eV
**2S+1**: 1



Computed values of E (unit: Ha) for the preceding records, in sequence: -2204.284888; -823.827571; -689.429774; -1162.922398; -1087.667243; -1251.257055; -651.449076; -638.400917.